Entry 1:
The following is a quantum chemistry calculation of a 11-piece molecular cluster, C28H46Cl20FNO4 overall at a distorted geometry, from the Open Molecules 2025 dataset.

```
100
Properties=species:S:1:pos:R:3:mulliken_charge:R:1
C 0.114 1.639 2.128 -0.2390
C -0.792 2.118 0.808 0.4072
F -1.528 3.388 1.033 -0.3546
C -1.782 0.883 0.266 -0.0884
C -0.877 0.062 -0.843 -0.1063
C -0.302 0.551 -2.135 0.6188
N -0.437 1.941 -2.714 -0.0916
C 0.345 2.032 -3.873 0.4570
O 1.265 2.505 -4.740 -0.4499
C 0.497 -0.792 -2.628 0.5000
O 1.643 -0.868 -3.316 -0.5582
O -0.332 -1.910 -2.079 -0.1678
C -0.464 -1.521 -0.637 -0.0063
O -0.268 -2.253 0.464 -0.5465
H 0.681 2.599 2.518 0.2140
H 0.906 0.826 1.791 -0.2921
H -0.626 1.227 2.949 0.2806
H 0.021 2.358 -0.032 0.0686
H -1.931 0.145 1.190 0.3254
H -2.799 1.286 -0.150 -0.0935
Cl 3.535 3.857 2.232 -0.1693
C 4.083 3.664 3.916 -0.5885
C 3.801 2.271 4.455 0.0835
Cl 2.058 1.972 4.671 -0.1223
H 3.598 4.436 4.521 0.4046
H 5.160 3.854 3.921 0.3478
H 4.266 2.152 5.438 -0.0395
H 4.200 1.494 3.795 0.0678
Cl 3.028 0.388 2.059 -0.1876
C 4.295 0.764 0.865 -0.4553
C 4.975 -0.488 0.334 -0.4405
Cl 5.963 -1.295 1.577 -0.1854
H 5.013 1.444 1.334 0.3454
H 3.808 1.299 0.044 0.3043
H 5.650 -0.226 -0.485 0.3727
H 4.247 -1.213 -0.043 0.2551
Cl -4.517 -4.722 -2.640 -0.1302
C -3.046 -4.828 -1.642 -0.0352
C -3.343 -4.652 -0.161 -0.5193
Cl -3.853 -2.990 0.231 -0.1801
H -2.337 -4.076 -2.002 -0.1533
H -2.614 -5.816 -1.819 0.3152
H -2.441 -4.852 0.425 0.3072
H -4.127 -5.336 0.177 0.4067
Cl -9.135 -4.822 -6.567 -0.1923
C -7.795 -4.681 -5.401 -0.4024
C -8.281 -4.718 -3.961 -0.1009
Cl -9.211 -3.262 -3.526 -0.1929
H -7.252 -3.756 -5.619 0.3091
H -7.123 -5.523 -5.588 0.2824
H -7.425 -4.760 -3.281 -0.0317
H -8.910 -5.593 -3.770 0.3304
Cl 0.665 -5.266 -4.260 -0.1880
C 0.132 -4.130 -5.524 -0.4442
C -1.289 -3.641 -5.296 0.0775
Cl -2.491 -4.934 -5.530 -0.1808
H 0.237 -4.628 -6.494 0.3829
H 0.825 -3.284 -5.501 0.2617
H -1.530 -2.852 -6.014 0.2911
H -1.418 -3.235 -4.288 -0.2038
Cl -4.364 3.158 -0.305 -0.1394
C -4.922 3.540 -1.954 -0.5598
C -3.768 3.668 -2.935 -0.0828
Cl -2.769 5.108 -2.615 -0.1813
H -5.515 4.459 -1.907 0.3834
H -5.582 2.724 -2.261 0.3259
H -4.155 3.773 -3.953 0.3000
H -3.115 2.790 -2.908 0.0064
Cl 4.425 -0.183 7.229 -0.1240
C 5.863 -0.057 8.274 -0.3276
C 6.422 1.356 8.314 -0.5469
Cl 7.139 1.840 6.757 -0.1829
H 6.607 -0.775 7.915 0.2110
H 5.552 -0.363 9.278 0.2941
H 7.218 1.420 9.062 0.3813
H 5.651 2.087 8.575 0.3096
Cl 7.451 -5.995 5.920 -0.1894
C 6.591 -5.170 4.596 -0.4471
C 7.187 -3.807 4.284 -0.2133
Cl 6.911 -2.635 5.596 -0.1271
H 5.534 -5.094 4.873 0.3209
H 6.665 -5.819 3.718 0.3028
H 6.719 -3.393 3.386 0.0239
H 8.265 -3.870 4.106 0.3384
Cl -1.879 1.019 -5.805 -0.0692
C -2.739 1.844 -7.130 -0.5750
C -2.142 3.207 -7.441 -0.4930
Cl -2.418 4.379 -6.129 -0.1436
H -3.795 1.920 -6.852 0.3224
H -2.664 1.195 -8.007 0.3296
H -2.611 3.621 -8.339 0.3485
H -1.064 3.143 -7.619 0.3211
Cl -0.548 6.609 2.817 -0.1834
C -2.114 6.161 3.539 -0.3526
C -1.961 5.613 4.949 -0.5053
Cl -1.155 4.024 4.969 -0.1118
H -2.598 5.438 2.875 0.2196
H -2.725 7.068 3.557 0.3237
H -2.947 5.473 5.402 0.3029
H -1.387 6.293 5.586 0.3111
```

As for the SMILES: C[C@H](F)CC1=C(N=C=O)C(=O)OC1=O.ClCCCl.ClCCCl.ClCCCl.ClCCCl.ClCCCl.ClCCCl.ClCCCl.ClCCCl.ClCCCl.ClCCCl. The HOMO energy comes out at -9.85 eV. Its HOMO-LUMO gap is 8.17 eV. As for the total charge: 0.

Entry 2:
The following is a quantum chemistry calculation of a 10-piece molecular cluster, C28H46Cl6F3NO21S overall at a distorted geometry, from the Open Molecules 2025 dataset.

```
106
Properties=species:S:1:pos:R:3:mulliken_charge:R:1
N -12.691 0.838 5.329 1.9891
H -12.718 1.556 6.038 -0.1255
H -13.500 0.243 5.218 -0.1216
H -11.955 0.265 5.715 -0.0258
H -12.277 1.122 4.452 -0.1457
C -12.272 3.228 7.697 0.1479
O -11.371 2.708 6.674 -0.1244
O -13.434 2.449 7.662 -1.0062
C -11.706 3.760 9.052 0.6726
F -12.718 4.290 9.796 -0.2093
F -11.187 2.769 9.804 -0.2446
F -10.687 4.579 8.967 -0.3015
C -10.453 3.624 6.024 -0.5059
C -9.681 2.934 4.923 -0.8105
H -8.785 2.513 5.380 0.3035
H -10.308 2.345 4.254 -0.1749
H -9.181 3.655 4.277 0.5004
H -9.911 4.228 6.752 0.3938
H -11.021 4.292 5.376 0.2328
H -12.548 4.187 7.260 0.0356
C -15.444 6.220 8.423 0.7496
Cl -17.042 6.297 9.196 -0.1379
Cl -14.305 7.367 9.093 -0.1268
Cl -15.706 6.614 6.695 -0.1683
H -14.974 5.236 8.440 -0.3407
C -14.212 -1.793 1.045 0.5325
Cl -13.839 -0.715 -0.395 -0.1632
Cl -14.792 -3.440 0.519 -0.1346
Cl -15.447 -1.006 2.032 -0.0507
H -13.295 -1.734 1.631 -0.2615
C -12.504 4.012 -0.723 -1.5969
C -11.692 3.222 0.355 0.3139
C -11.383 3.949 1.603 -0.2765
O -12.318 3.244 2.438 -0.2377
C -12.690 2.119 1.938 0.2267
O -13.197 1.262 2.648 -0.3237
O -12.429 2.090 0.668 -0.1749
H -12.943 3.280 -1.401 0.3574
H -11.839 4.719 -1.218 0.4630
H -13.286 4.699 -0.403 0.3399
H -10.770 2.937 -0.153 0.3119
H -11.741 4.961 1.418 0.3084
H -10.399 3.835 2.059 0.2409
C -15.921 -1.536 5.849 -1.2339
C -15.134 -1.454 7.134 0.9741
C -15.644 -2.384 8.310 -0.2768
O -14.546 -3.178 8.511 -0.3863
C -13.527 -2.835 7.606 0.5001
O -12.441 -3.469 7.381 -0.6263
O -13.837 -1.822 6.806 0.0227
H -16.034 -2.555 5.480 0.3877
H -15.465 -0.887 5.102 -0.1799
H -16.930 -1.197 6.085 0.5272
H -15.109 -0.390 7.371 -0.0173
H -16.490 -2.949 7.920 0.3928
H -15.955 -1.867 9.218 0.0548
C -7.895 0.067 10.342 -1.4198
C -8.160 0.153 8.815 0.6059
C -7.568 -0.993 8.069 -0.5192
O -8.598 -1.322 7.188 -0.3448
C -9.780 -0.696 7.488 0.2080
O -10.880 -0.937 6.982 -0.6427
O -9.501 0.101 8.501 0.0147
H -6.891 0.235 10.730 0.3680
H -8.125 -0.984 10.515 0.3384
H -8.508 0.623 11.051 0.3181
H -7.575 1.023 8.517 0.1447
H -7.119 -1.804 8.643 0.2639
H -6.795 -0.601 7.409 0.3087
C -13.552 -0.339 10.118 -1.0609
C -14.265 0.941 10.706 0.9160
C -15.754 0.698 10.790 -0.3779
O -16.093 1.116 12.063 -0.3523
C -15.038 1.336 12.787 0.5813
O -15.134 1.874 13.890 -0.6260
O -13.983 0.967 12.076 -0.4003
H -13.361 -0.268 9.047 -0.1461
H -14.174 -1.229 10.208 0.4534
H -12.597 -0.626 10.558 0.4307
H -14.017 1.928 10.316 -0.0278
H -15.979 -0.357 10.636 0.1920
H -16.198 1.287 9.988 0.3323
C -17.964 4.935 4.330 -1.2142
C -17.799 3.707 3.363 0.3788
C -16.327 3.265 3.276 -0.2671
O -16.449 2.018 3.874 -0.0685
C -17.689 1.734 4.280 0.3847
O -18.017 0.784 4.989 -0.5792
O -18.468 2.728 4.021 -0.3307
H -17.324 4.813 5.204 0.2054
H -19.027 5.092 4.514 0.3685
H -17.560 5.844 3.885 0.3862
H -18.202 3.859 2.362 0.3369
H -15.709 3.828 3.975 0.1804
H -15.979 3.242 2.243 0.1866
C -9.498 -0.621 0.771 -0.0172
C -9.222 -2.115 0.958 -0.4620
O -9.457 -2.466 2.387 -0.3998
S -9.488 -1.057 3.308 1.0427
O -8.495 -1.041 4.371 -0.5245
O -10.886 -0.773 3.533 -0.2306
O -8.887 -0.146 1.942 -0.4321
H -10.571 -0.428 0.790 -0.0149
H -9.047 -0.204 -0.129 0.3967
H -8.216 -2.367 0.620 0.2941
H -9.826 -2.734 0.294 0.3519
```

The HOMO energy comes out at -7.56 eV. Its HOMO-LUMO gap is 7.29 eV. As for the total charge: 0.

Q: Which total energy values were calculated for the entries above? A: -10753.6615, -6188.0863, in Ha.